Here is the molecule C5H15N3 in a non-equilibrium geometry from the Open Molecules 2025 dataset. Energies are from ωB97M-V with the def2-TZVPD basis set.

```
23
Properties=species:S:1:pos:R:3
C 2.8514 -0.5842 0.1997
C 1.7527 0.4333 -0.0672
C 0.2257 -0.3343 -0.1870
N -0.0203 -1.3043 0.8415
N 0.1620 -1.0056 -1.4508
C -0.6905 0.8492 -0.0166
C -2.2617 0.3611 -0.1565
N -3.1945 1.1797 0.5861
H 2.7291 -1.0375 1.1874
H 2.8020 -1.3732 -0.5493
H 3.8366 -0.1177 0.1852
H 1.7826 1.2112 0.6994
H 1.9321 0.9224 -1.0263
H 0.2427 -0.9447 1.7506
H 0.4975 -2.1548 0.6590
H -0.6221 -1.6440 -1.4907
H 0.0958 -0.3540 -2.2219
H -0.5204 1.6104 -0.7780
H -0.5697 1.2807 0.9773
H -2.5171 0.4306 -1.2171
H -2.4124 -0.6753 0.1513
H -3.0238 1.0925 1.5831
H -3.0776 2.1584 0.3410
```

## Properties
- LUMO (eV) = 0.970
- largest force on an atom (eV Å⁻¹) = 3.795
- SMILES = CCC(N)(N)CCN
- orbital gap (eV) = 9.307
- DFT total energy (eV) = -9898.3002
- relative energy (zero: lowest compared OMol25 entry of this formula, charge and spin) (kJ/mol) = 82.1

natural (NBO) analysis output, partial charges in e: -0.62, -0.42, 0.29, -0.85, -0.86, -0.44, -0.22, -0.83, 0.19, 0.21, 0.21, 0.19, 0.19, 0.36, 0.37, 0.37, 0.36, 0.20, 0.20, 0.18, 0.20, 0.35, 0.35

Here is the molecule C6H10O from the Open Molecules 2025 dataset. Energies are from ωB97M-V with the def2-TZVPD basis set.

```
17
Properties=species:S:1:pos:R:3
O -0.4720 2.1849 -0.0495
C -1.2945 1.3046 0.0726
C -1.2408 0.2819 1.1835
C 0.1135 -0.4344 1.2119
C 0.4288 -1.1098 -0.1190
C 0.0909 -0.4785 -1.4506
C 1.5170 -0.5976 -1.0147
H -2.1306 1.1995 -0.6531
H -1.3933 0.8473 2.1100
H -2.0593 -0.4381 1.0749
H 0.1046 -1.1839 2.0137
H 0.8939 0.2895 1.4686
H 0.3093 -2.1922 -0.1137
H -0.3201 -1.1165 -2.2239
H -0.2270 0.5479 -1.5187
H 2.1686 -1.2779 -1.5466
H 1.9704 0.3414 -0.7000
```

## Properties
- LUMO (eV) = 1.103
- largest force on an atom (eV Å⁻¹) = 0.607
- SMILES = O=CCCC1CC1
- orbital gap (eV) = 10.861
- DFT total energy (eV) = -8430.1158
- relative energy (zero: lowest compared OMol25 entry of this formula, charge and spin) (kJ/mol) = 108.5

natural (NBO) analysis output, partial charges in e: -0.55, 0.45, -0.51, -0.39, -0.23, -0.44, -0.41, 0.12, 0.24, 0.21, 0.22, 0.22, 0.22, 0.21, 0.23, 0.21, 0.22

Here is a structure of composition C34H56N3OP2STi in a non-equilibrium geometry from the Open Molecules 2025 dataset. Energies are from ωB97M-V with the def2-TZVPD basis set.

```
98
Properties=species:S:1:pos:R:3
C -2.2028 1.6881 0.9495
C -2.5083 -0.1582 -0.4694
C -3.5681 1.9291 0.9447
C -3.8668 0.1017 -0.5856
C -4.4075 1.1564 0.1533
H -3.9348 2.7650 1.5310
H -4.4756 -0.5339 -1.2362
H -5.4748 1.3700 0.0895
N -1.7110 0.6220 0.2955
P 0.4567 2.4608 0.8630
P -0.6042 -2.2803 -0.1110
C -1.2187 2.6355 1.6100
H -1.5836 3.6710 1.5036
H -1.1426 2.4339 2.6923
C -1.8029 -1.2602 -1.2164
H -2.5095 -1.9862 -1.6335
C 0.2346 -3.5112 -1.2959
C -1.7154 -3.2200 1.0751
C 0.3959 3.5346 -0.6986
C 1.6481 3.1497 2.1333
C 1.5757 -2.9127 -1.7622
H 2.2557 -2.7100 -0.9234
H 2.0586 -3.6410 -2.4332
H 1.4442 -1.9807 -2.3236
C 0.5362 -4.8497 -0.6027
H 1.1407 -4.7125 0.3031
H -0.3706 -5.4131 -0.3560
H 1.1216 -5.4684 -1.3016
C -0.6351 -3.7531 -2.5367
H -0.1287 -4.4958 -3.1729
H -1.6294 -4.1507 -2.2985
H -0.7392 -2.8360 -3.1299
C -0.7935 -3.8697 2.1370
H 0.0877 -3.2452 2.3460
H -1.3405 -3.9677 3.0869
H -0.4547 -4.8706 1.8440
C -2.6553 -2.2409 1.7991
H -2.1043 -1.4670 2.3380
H -3.3643 -1.7694 1.1100
H -3.2349 -2.8103 2.5428
C -2.5884 -4.2507 0.3300
H -2.8074 -3.9646 -0.7070
H -2.1572 -5.2598 0.3439
H -3.5635 -4.3193 0.8378
C 3.0316 3.2419 1.4698
H 3.7576 3.5863 2.2223
H 3.3564 2.2532 1.1130
H 3.0610 3.9423 0.6250
C 1.7332 2.1622 3.3122
H 0.7652 2.0247 3.8125
H 2.1334 1.1825 3.0123
H 2.4295 2.5896 4.0504
C 1.1928 4.5174 2.6740
H 0.1157 4.5471 2.8874
H 1.7232 4.6989 3.6199
H 1.4503 5.3444 2.0035
C -0.9716 3.3798 -1.3820
H -1.7937 3.7957 -0.7819
H -0.9409 3.9167 -2.3431
H -1.1937 2.3284 -1.6038
C 1.4997 3.0315 -1.6542
H 1.1803 2.1314 -2.2015
H 1.7111 3.8337 -2.3800
H 2.4395 2.7767 -1.1399
C 0.5870 5.0242 -0.3807
H -0.1585 5.3872 0.3413
H 1.5992 5.2558 -0.0299
H 0.4370 5.5795 -1.3192
Ti 0.4052 0.0710 0.1798
C 0.1644 -0.4161 2.0612
O -0.0038 -0.6702 3.2080
N 0.1683 0.0226 -1.8450
C -0.8898 -0.4749 -2.3174
C -1.3836 -0.2980 -3.7809
C -2.6114 -1.1494 -4.0699
C -1.8016 1.1614 -3.9588
C -0.2290 -0.6440 -4.7442
H -2.4066 -2.2190 -3.9675
H -3.4371 -0.8718 -3.4033
H -2.9291 -0.9723 -5.1060
H -0.9602 1.8414 -3.7849
H -2.1571 1.3311 -4.9836
H -2.6197 1.4175 -3.2721
H -0.5722 -1.3029 -5.5522
H 0.1692 0.2688 -5.2011
H 0.6052 -1.1372 -4.2327
S 2.8426 -0.1765 0.1588
C 3.5245 -0.5317 1.7271
N 4.6792 0.1535 2.0392
C 5.2651 0.0907 3.2767
C 4.7290 -0.7656 4.2163
C 3.6342 -1.5775 3.8885
C 3.0686 -1.4899 2.6180
H 5.0936 0.7517 1.3222
H 6.1342 0.7177 3.4278
H 5.1840 -0.8182 5.2066
H 3.2385 -2.2789 4.6188
H 2.2877 -2.1725 2.2783
```

## Properties
- LUMO (alpha / beta) (eV) = -10.569 / -10.570
- charge = +3
- largest force on an atom (eV Å⁻¹) = 9.949
- orbital gap (alpha / beta) (eV) = 6.498 / 6.493
- DFT total energy (eV) = -95189.7063

Mulliken analysis output, partial charges in e: -0.24, -0.84, -1.00, -0.24, -1.27, 0.65, 0.58, 0.54, 2.10, 0.61, 0.99, -1.92, 0.89, 0.67, -1.51, 1.78, 2.12, 1.88, 2.25, 2.04, -1.81, 0.33, 0.59, 0.26, -1.65, 0.24, 0.26, 0.55, -1.38, 0.64, 0.15, 0.16, -1.58, 0.29, 0.45, 0.39, -1.75, 0.16, 0.41, 0.75, -1.22, 0.13, 0.38, 0.45, -1.44, 0.54, 0.06, 0.35, -1.70, 0.31, 0.07, 0.72, -1.47, 0.24, 0.55, 0.37, -1.68, 0.25, 0.68, -0.08, -1.37, 0.05, 0.60, 0.18, -1.56, 0.37, 0.37, 0.51, -1.83, 0.62, -0.32, 0.69, -1.56, 2.31, -1.69, -1.84, -1.51, 0.34, 0.22, 0.54, 0.39, 0.54, 0.29, 0.38, 0.43, 0.25, -0.54, -0.08, 0.12, -0.38, -0.58, -0.39, 0.26, 0.43, 0.48, 0.48, 0.49, 0.34

Here is a cluster of 3 separate species, C16H39N3O8 in total in a non-equilibrium geometry from the Open Molecules 2025 dataset. Energies are from ωB97M-V with the def2-TZVPD basis set.

```
66
Properties=species:S:1:pos:R:3
N -1.1512 5.2857 3.0206
C 0.0554 6.1084 3.2426
N 0.8139 6.4467 2.0029
N -0.4000 7.4176 3.8284
C 1.0032 5.2885 4.2571
C 1.9035 4.2453 3.4585
O 2.2473 3.0588 4.2431
C 2.8391 2.1453 3.3218
O 4.0597 2.2264 3.0492
H -2.0087 5.8404 2.9806
H -1.0578 4.6389 2.2330
H 0.8726 5.6620 1.3449
H 1.7499 6.7979 2.2517
H -0.6111 7.9800 2.9834
H 0.4134 7.8508 4.2888
H 0.3838 4.7008 5.0158
H 1.6699 5.9963 4.8424
H 2.8538 4.7666 3.1217
H 1.3534 3.8639 2.5240
H 2.2462 1.3302 2.7822
C -0.6967 -0.4233 -2.1351
O 0.6470 -0.1371 -1.7848
C 1.6105 -0.5682 -2.7361
C 2.5530 0.5539 -3.1781
O 1.9769 1.6710 -3.8494
C 1.0423 2.4740 -3.1376
C 1.5497 3.2209 -1.9031
O 2.0041 2.3527 -0.8744
C 3.3339 2.5928 -0.4466
H -1.0253 -1.3244 -1.6099
H -1.3187 0.4111 -1.8043
H -0.8386 -0.5447 -3.2119
H 1.1395 -1.0190 -3.6165
H 2.2131 -1.3429 -2.2482
H 3.2517 0.1150 -3.8981
H 3.1789 0.8921 -2.3539
H 0.1496 1.8923 -2.9052
H 0.7031 3.2308 -3.8537
H 0.7129 3.7950 -1.4886
H 2.3237 3.9360 -2.2001
H 3.9541 3.0319 -1.2353
H 3.7783 1.6383 -0.1598
H 3.3276 3.2533 0.4288
C -0.2187 -6.4105 1.0326
O -1.5927 -6.4857 0.6944
C -2.4038 -5.4819 1.2892
C -3.2362 -4.7067 0.2653
O -2.5336 -3.9528 -0.7189
C -1.7037 -4.6627 -1.6336
C -2.3827 -5.6557 -2.5785
O -3.0194 -6.7270 -1.8973
C -4.3923 -6.8854 -2.2057
H 0.0018 -7.1289 1.8267
H 0.3637 -6.6866 0.1510
H 0.0877 -5.4077 1.3402
H -1.8107 -4.7803 1.8858
H -3.0949 -5.9941 1.9683
H -3.8232 -3.9713 0.8255
H -3.9761 -5.3485 -0.2102
H -0.8758 -5.1305 -1.0997
H -1.2326 -3.8948 -2.2578
H -1.6087 -6.0992 -3.2148
H -3.0794 -5.1210 -3.2324
H -4.8658 -5.9431 -2.5016
H -4.9018 -7.2518 -1.3127
H -4.5080 -7.6252 -3.0068
```

## Properties
- LUMO (eV) = 0.558
- largest force on an atom (eV Å⁻¹) = 4.598
- SMILES = NC(N)(N)CCOC=O.COCCOCCOC.COCCOCCOC
- orbital gap (eV) = 9.709
- DFT total energy (eV) = -38069.0658

natural (NBO) analysis output, partial charges in e: -0.87, 0.42, -0.88, -0.84, -0.45, -0.08, -0.56, 0.63, -0.54, 0.39, 0.36, 0.36, 0.36, 0.37, 0.36, 0.25, 0.20, 0.19, 0.16, 0.16, -0.26, -0.55, -0.09, -0.08, -0.54, -0.08, -0.09, -0.55, -0.26, 0.18, 0.18, 0.17, 0.17, 0.18, 0.19, 0.17, 0.18, 0.19, 0.18, 0.17, 0.17, 0.19, 0.17, -0.25, -0.55, -0.09, -0.08, -0.54, -0.08, -0.09, -0.55, -0.25, 0.18, 0.18, 0.17, 0.17, 0.18, 0.19, 0.17, 0.18, 0.18, 0.18, 0.17, 0.17, 0.19, 0.18

Question: The highest DFT total energy belongs to which entry?
Answer: C6H10O

Question: DFT total energy of number 2 (C6H10O)?
Answer: -8430.1158 eV